No. 1
Molecular formula: C7H14N2OPZr
Method: DFT, the ωB97M-V functional and the def2-TZVPD basis

```
26
Properties=species:S:1:pos:R:3:forces:R:3
C 1.088 -0.120 -1.710 0.05 1.00 -1.24
C 0.368 0.312 -2.935 -0.89 0.05 -1.02
C -0.577 -0.693 -3.377 1.73 0.27 0.75
C -0.495 -1.766 -2.450 -0.69 -0.50 -0.89
C 0.551 -1.540 -1.452 -1.97 -1.02 0.33
Zr -1.050 0.078 -1.054 -0.07 0.36 -0.73
P -0.545 2.741 -0.760 0.07 1.21 0.20
H 1.908 0.696 -1.472 -1.21 -2.67 0.17
H 0.436 1.338 -3.424 0.32 -1.69 0.68
H -1.111 -0.724 -4.329 -0.17 0.37 0.63
H 0.438 -2.507 -0.704 1.59 3.20 -1.21
H -1.225 -2.645 -2.493 1.59 1.15 0.10
H -1.297 3.517 0.160 -0.79 -0.32 -0.37
H -0.634 3.688 -1.856 0.20 -0.49 0.75
H 0.502 3.378 -0.003 0.39 -0.62 -0.80
C -1.192 -0.999 3.471 -0.22 0.05 0.13
N 0.160 -0.694 2.997 -0.21 0.17 -0.21
C 0.492 -0.281 1.752 -0.58 -0.12 0.37
N 1.764 0.114 1.550 -0.14 0.11 -2.63
O -0.364 -0.250 0.793 1.01 -0.42 3.94
H -1.870 -1.142 2.634 0.15 0.02 -0.05
H -1.580 -0.181 4.095 0.14 -0.21 -0.20
H -1.195 -1.922 4.068 0.16 0.31 -0.25
H 0.846 -0.609 3.741 -0.03 -0.03 -0.52
H 2.074 0.169 0.553 -0.61 0.04 1.36
H 2.508 0.043 2.205 0.15 -0.23 0.70
```
Positions in Å, forces in eV/Å.

Results
HOMO-LUMO gap (spin up / spin down) = 5.625 / 5.602 eV
total charge = +1
max |F| = 4.09 eV/A
DFT total energy = -847.94682 Ha
E_LUMO (spin up / spin down) = -3.45 / -3.45 eV
relative energy (zero: lowest compared OMol25 entry of this formula, charge and spin) = 0.000 eV

Mulliken population analysis, charges in e, atoms 1 to 5: number 1, C, carries -0.4696; number 2, C, carries -0.7544; number 3, C, carries -0.0303; number 4, C, carries -0.7501; number 5, C, carries -0.3028


No. 2
Molecular formula: C7H14N2S
Method: DFT, the ωB97M-V functional and the def2-TZVPD basis

```
24
Properties=species:S:1:pos:R:3:forces:R:3
C 0.771 -3.357 0.833 -0.07 1.68 1.22
C -2.589 3.104 -0.372 0.06 1.66 -2.64
C -2.636 3.421 -1.700 -0.31 -2.25 1.53
C 1.761 0.285 1.164 0.66 1.90 0.10
C -0.738 0.266 0.539 3.64 -2.77 2.94
C 1.604 -4.054 -0.082 2.12 0.76 0.09
C 0.723 0.690 0.158 -2.10 -1.52 -0.41
N 0.242 -2.653 1.574 -0.17 -0.66 -0.08
N 1.161 0.169 -1.141 0.95 2.21 0.40
S 0.816 -1.141 -1.813 -0.78 -1.37 -0.52
H -3.116 2.330 0.164 0.34 -0.34 -0.29
H -1.995 3.840 0.138 -0.25 0.10 1.02
H -2.258 4.320 -2.095 0.88 1.05 0.03
H -2.933 2.756 -2.505 -0.75 -0.16 0.35
H 2.575 -0.093 0.580 1.09 0.15 0.11
H 2.053 1.204 1.786 -0.28 -1.79 -0.57
H 1.369 -0.560 1.662 -0.22 -0.56 1.25
H -0.773 0.500 1.643 -0.83 0.32 -1.30
H -0.889 -0.847 0.487 0.12 1.16 -0.22
H -1.228 0.792 -0.163 -2.95 1.68 -1.61
H 1.845 -3.430 -0.953 -0.13 -0.25 0.27
H 1.083 -4.892 -0.357 -1.09 -2.26 -1.19
H 0.605 1.746 0.059 0.66 0.90 -0.33
H 2.549 -4.396 0.392 -0.58 0.38 -0.15
```
Positions in Å, forces in eV/Å.

Results
HOMO-LUMO gap (spin up / spin down) = 7.219 / 7.197 eV
total charge = 0
SMILES string = CC(C)N=S.CC#N.C=C
max |F| = 5.44 eV/A
DFT total energy = -782.65246 Ha
E_LUMO (spin up / spin down) = -0.66 / -0.67 eV
relative energy (zero: lowest compared OMol25 entry of this formula, charge and spin) = 4.865 eV

Mulliken population analysis, charges in e, atoms 1 to 5: number 1, C, carries 0.4466; number 2, C, carries -0.5916; number 3, C, carries -0.4390; number 4, C, carries -1.3485; number 5, C, carries -1.3698


No. 3
Molecular formula: C7H14N3OS
Method: DFT, the ωB97M-V functional and the def2-TZVPD basis

```
26
Properties=species:S:1:pos:R:3:forces:R:3
C 0.777 2.207 0.774 -0.46 1.38 -0.83
C 0.318 1.807 1.986 0.93 1.50 -1.05
C 0.255 0.079 0.685 -0.61 -0.12 0.37
C -1.407 -1.607 0.626 -0.81 -1.75 1.40
C 1.083 -2.256 1.043 -1.15 3.92 0.80
C -0.931 1.804 -2.560 -0.51 0.32 0.25
C 0.079 -1.324 0.334 -1.55 0.21 -1.12
N 1.715 2.420 -2.184 -4.30 -1.21 0.93
N 0.625 1.089 -0.098 0.40 1.23 0.72
N -0.033 0.513 1.939 0.05 -2.29 -0.37
O 0.982 -0.028 -2.496 -0.44 -1.49 -0.05
S 0.728 1.279 -2.035 3.35 3.88 0.11
H 1.097 3.280 0.488 -0.56 -2.39 0.20
H 0.324 2.424 2.814 -0.30 0.75 1.73
H -1.794 -1.531 1.710 1.21 -0.66 -1.22
H -1.578 -2.615 0.210 -0.32 0.23 0.66
H -2.159 -0.988 0.180 0.13 0.79 -0.99
H 0.789 -2.171 2.102 0.88 -0.35 -0.18
H 2.057 -1.892 0.775 0.67 0.07 0.53
H 0.999 -3.203 0.715 -0.49 -3.36 -1.03
H -1.092 2.901 -2.815 0.90 -1.45 0.47
H -0.966 1.155 -3.454 -0.35 0.45 0.26
H -1.709 1.501 -1.830 0.62 -0.07 -0.38
H 0.127 -1.323 -0.764 0.47 -0.54 0.27
H 2.604 2.493 -2.597 1.25 -0.65 -0.32
H -0.434 -0.150 2.666 0.96 1.58 -1.18
```
Positions in Å, forces in eV/Å.

Results
HOMO-LUMO gap = 9.846 eV
total charge = +1
SMILES string = CC(C)c1[nH+]ccn1[S@@](C)(=N)=O
max |F| = 5.13 eV/A
DFT total energy = -912.48190 Ha
E_LUMO = -3.58 eV
relative energy (zero: lowest compared OMol25 entry of this formula, charge and spin) = 1.461 eV

Mulliken population analysis, charges in e, atoms 1 to 5: number 1, C, carries -0.3043; number 2, C, carries -0.5542; number 3, C, carries 0.0529; number 4, C, carries -1.3982; number 5, C, carries -1.4202


No. 4
Molecular formula: C7H14N4O5SSm
Method: DFT, the ωB97M-V functional and the def2-TZVPD basis

```
32
Properties=species:S:1:pos:R:3:forces:R:3
Sm 1.017 -0.897 -0.001 -0.36 0.14 0.18
O 1.115 1.589 0.917 -0.74 1.10 -0.86
C 0.170 2.747 0.658 -0.24 -0.47 1.00
C -0.055 3.129 -0.801 0.15 -1.12 -0.56
N -0.504 2.007 -1.639 1.01 -1.55 -0.04
C -1.628 1.169 -1.195 -1.67 0.45 -0.85
C -1.372 -0.087 -0.285 -0.87 1.20 -1.37
O -1.263 -1.225 -0.796 0.47 -0.45 -0.35
O -1.060 0.091 0.904 0.59 0.23 1.39
C 0.374 1.417 -2.712 -1.03 2.14 -0.02
C 1.234 0.293 -2.243 0.99 -1.66 -0.11
O 2.263 0.511 -1.500 -1.03 0.29 0.56
O 0.862 -0.923 -2.376 0.00 1.36 0.37
H 1.878 1.778 0.361 0.45 0.30 -0.11
H 0.503 3.643 1.206 0.26 -0.48 -0.04
H -0.794 2.434 1.123 0.90 0.04 -0.43
H 0.832 3.605 -1.289 -0.71 -0.40 0.48
H -0.899 3.830 -0.813 0.31 0.32 0.24
H -2.120 0.789 -2.137 0.37 0.29 1.01
H -2.377 1.842 -0.669 0.85 -0.77 -0.51
H 1.010 2.254 -3.091 -0.45 -0.73 0.18
H -0.337 1.101 -3.486 0.54 -0.17 0.01
N 0.515 -1.417 2.543 0.12 0.04 -1.15
N -0.255 -2.546 2.063 -0.82 1.08 0.46
C 0.338 -3.582 1.434 0.40 -1.87 0.51
N -0.394 -4.754 1.483 0.73 1.06 0.55
S 1.921 -3.504 0.768 -0.97 0.07 0.36
H 1.247 -1.717 3.177 -0.22 -0.45 0.17
H -0.098 -0.743 3.012 0.01 -0.46 -0.38
H -1.242 -2.336 1.833 0.73 -0.13 0.50
H -0.996 -4.905 2.304 0.27 0.44 -0.72
H 0.118 -5.594 1.247 -0.05 0.15 -0.48
```
Positions in Å, forces in eV/Å.

Results
HOMO-LUMO gap (spin up / spin down) = 7.211 / 8.216 eV
total charge = +1
max |F| = 2.38 eV/A
DFT total energy = -1926.37383 Ha
E_LUMO (spin up / spin down) = -4.55 / -3.55 eV
2S+1 = 6
relative energy (zero: lowest compared OMol25 entry of this formula, charge and spin) = 0.000 eV
<S²> = 8.7605

Mulliken population analysis, charges in e, atoms 1 to 5: number 1, Sm, carries 1.1614; number 2, O, carries -0.4461; number 3, C, carries -0.5084; number 4, C, carries -0.6894; number 5, N, carries 0.1892